Molecular formula: C24H19BrCl2N2O6PTi
Method: DFT, the ωB97M-V functional and the def2-TZVPD basis

Computed properties:
ΔE to the lowest compared entry with this formula, charge and spin ... 63.9 kcal per mole
Highest occupied orbital energy (spin up / spin down) ... -3.13 / -5.87 eV
Kohn-Sham gap (spin up / spin down) ... 0.2083 / 0.3089 hartree

Geometry as ORCA input:
```
! wB97M-V def2-TZVPD RIJCOSX def2/J DEFGRID3
* xyz -1 3
Ti -1.29 0.39 -1.38
O -4.36 -1.03 -0.73
Cl -3.36 -0.86 0.27
O -3.78 -1.38 1.52
O -2.10 -1.49 -0.15
O -2.97 0.55 0.38
Br 0.29 -2.74 -2.09
C -0.97 -2.07 -3.34
C -1.19 -2.80 -4.49
C -2.10 -2.32 -5.41
C -2.73 -1.12 -5.13
C -2.43 -0.45 -3.95
N -1.57 -0.93 -3.03
C -3.04 0.90 -3.66
O -3.85 1.39 -4.44
O -2.60 1.41 -2.58
H -0.66 -3.72 -4.65
H -2.31 -2.86 -6.32
H -3.44 -0.65 -5.79
N -0.88 2.53 -0.32
C -0.54 2.62 1.05
C -1.02 3.67 1.84
C -0.67 3.77 3.17
C 0.18 2.83 3.74
C 0.63 1.78 2.97
C 0.26 1.64 1.63
P 0.69 0.16 0.65
C 2.46 0.38 0.29
C 3.12 -0.63 -0.42
C 4.44 -0.47 -0.81
C 5.11 0.71 -0.51
C 4.45 1.72 0.16
C 3.13 1.56 0.56
C 0.60 -1.13 1.94
C 1.60 -2.06 2.20
C 1.38 -3.08 3.12
C 0.17 -3.17 3.79
C -0.83 -2.24 3.53
C -0.61 -1.23 2.62
H -1.66 3.13 -0.59
H -0.09 2.69 -0.94
H -1.67 4.41 1.38
H -1.06 4.59 3.77
H 0.46 2.91 4.78
H 1.27 1.02 3.42
H 2.58 -1.52 -0.72
H 4.93 -1.26 -1.37
H 6.14 0.84 -0.83
H 4.96 2.65 0.38
H 2.63 2.36 1.09
H 2.56 -2.00 1.70
H 2.17 -3.80 3.32
H 0.00 -3.97 4.50
H -1.79 -2.31 4.03
H -1.41 -0.52 2.41
Cl 0.79 1.19 -2.59
*
```

Results of the Löwdin charge analysis, in e, for atoms 1 through 8:
1. Ti 0.51
2. O -0.29
3. Cl 0.67
4. O -0.30
5. O -0.45
6. O -0.39
7. Br 0.80
8. C -0.69



Molecular formula: CH3F
Method: DFT, the ωB97M-V functional and the def2-TZVPD basis

Computed properties:
SMILES ... CF
ΔE to the lowest compared entry with this formula, charge and spin ... 8.0 kcal per mole
Highest occupied orbital energy ... -12.13 eV
Kohn-Sham gap ... 0.4893 hartree

Geometry as ORCA input:
```
! wB97M-V def2-TZVPD RIJCOSX def2/J DEFGRID3
* xyz 0 1
C 0.08 -0.02 0.01
F -1.30 -0.05 -0.03
H 0.49 -0.94 -0.18
H 0.22 0.70 -0.86
H 0.51 0.32 1.06
*
```

The molecule's Löwdin atomic charges, reported in e, are given here:
1. C -0.11
2. F -0.13
3. H 0.03
4. H 0.10
5. H 0.11



Molecular formula: C20H45ClIN3O2P
Method: DFT, the ωB97M-V functional and the def2-TZVPD basis

Computed properties:
Highest occupied orbital energy ... -10.65 eV
Kohn-Sham gap ... 0.3002 hartree

Geometry as ORCA input:
```
! wB97M-V def2-TZVPD RIJCOSX def2/J DEFGRID3
* xyz 1 1
C -2.68 0.86 0.16
C -1.16 1.09 0.07
C -0.41 -0.07 -0.54
N -0.25 -1.17 0.47
C 1.16 -1.50 0.78
C 1.28 -2.56 1.89
C -0.05 -3.10 2.46
C 0.13 -4.40 3.26
I 2.07 -4.53 4.24
C -0.94 -4.64 4.34
C -1.72 -5.92 4.08
C -1.20 -3.26 1.39
P -2.88 -2.94 2.10
N -4.05 -2.74 1.06
C -1.01 -2.41 0.14
C -0.32 -3.22 -0.98
C -1.32 -3.85 -1.93
C -2.07 -5.04 -1.35
Cl -0.95 -6.30 -0.81
H -3.05 1.01 1.17
H -3.23 1.55 -0.47
H -2.98 -0.15 -0.12
H -0.78 1.31 1.06
H -0.98 1.98 -0.52
H 0.57 0.29 -0.85
H -0.92 -0.44 -1.42
H -0.65 -0.80 1.34
H 1.68 -1.80 -0.12
H 1.64 -0.59 1.10
H 1.81 -2.10 2.70
H 1.90 -3.37 1.52
H -0.39 -2.35 3.18
H 0.13 -5.25 2.59
H -1.59 -3.78 4.48
H -0.45 -4.79 5.30
H -2.55 -6.00 4.76
H -2.12 -5.95 3.07
H -1.06 -6.77 4.22
H -1.19 -4.29 1.07
H -2.67 -1.82 2.95
H -3.18 -4.00 2.96
H -3.72 -2.83 0.10
H -1.96 -2.09 -0.27
H 0.27 -2.52 -1.57
H 0.33 -3.96 -0.53
H -2.03 -3.12 -2.31
H -0.76 -4.21 -2.78
H -2.75 -4.78 -0.54
H -2.67 -5.48 -2.13
C 4.30 5.23 -3.88
O 4.23 5.54 -2.50
C 3.80 6.87 -2.22
C 2.43 6.89 -1.59
N 1.40 6.48 -2.55
C 0.09 6.23 -1.96
C -0.05 5.11 -0.94
O 0.13 3.80 -1.47
C 1.48 3.38 -1.57
H 4.80 4.27 -3.97
H 3.31 5.16 -4.34
H 4.90 5.98 -4.42
H 3.83 7.49 -3.12
H 4.52 7.29 -1.50
H 2.20 7.90 -1.24
H 2.46 6.22 -0.71
H 1.71 5.64 -3.02
H -0.59 6.01 -2.79
H -0.27 7.16 -1.50
H -1.07 5.14 -0.57
H 0.60 5.26 -0.07
H 2.10 3.80 -0.78
H 1.91 3.63 -2.54
H 1.49 2.29 -1.49
*
```

Results of the Löwdin charge analysis, in e, for atoms 1 through 8:
1. C -0.06
2. C -0.20
3. C -0.11
4. N -0.05
5. C -0.09
6. C -0.18
7. C -0.35
8. C -0.64



Molecular formula: C11H22EuN6O5
Method: DFT, the ωB97M-V functional and the def2-TZVPD basis

Computed properties:
Highest occupied orbital energy (spin up / spin down) ... -10.08 / -10.08 eV
Kohn-Sham gap (spin up / spin down) ... 0.2257 / 0.2542 hartree

Geometry as ORCA input:
```
! wB97M-V def2-TZVPD RIJCOSX def2/J DEFGRID3
* xyz 1 7
O -3.42 -1.45 0.93
H -4.34 -1.70 1.10
Eu -0.74 -0.43 0.27
N 0.31 -1.21 -2.03
N 0.59 1.16 -1.32
O 0.23 -2.50 -2.24
O 0.85 2.50 -0.94
C 0.90 -0.44 -2.96
C 1.06 0.93 -2.55
C 1.37 -0.93 -4.28
C 1.72 1.95 -3.41
H 0.93 -1.91 -4.50
H 2.46 -1.03 -4.31
H 1.09 -0.23 -5.08
H 2.02 2.81 -2.81
H 1.04 2.30 -4.19
H 2.61 1.54 -3.90
H -0.91 -2.67 -1.35
H 0.80 2.45 0.05
O 1.70 -0.95 0.78
H 2.25 -1.49 0.18
H 2.12 -0.07 0.87
C -2.50 0.82 -0.85
H -3.50 0.46 -0.62
H -2.28 0.77 -1.93
H -2.37 1.86 -0.50
O -1.65 -2.51 -0.64
H -2.95 -2.31 0.78
H -2.47 -2.38 -1.15
N -1.52 1.70 4.34
C -2.85 1.35 4.21
C -2.96 0.75 2.98
N -1.71 0.70 2.38
C -0.85 1.32 3.21
C 0.52 1.72 2.96
N 1.15 1.73 1.77
C 2.35 2.39 1.97
C 2.46 2.76 3.29
N 1.29 2.33 3.90
H -1.12 2.15 5.16
H -3.60 1.54 4.96
H -3.81 0.34 2.47
H 3.04 2.58 1.16
H 3.23 3.30 3.83
H 1.04 2.44 4.88
*
```

Results of the Löwdin charge analysis, in e, for atoms 1 through 8:
1. O -0.13
2. H 0.08
3. Eu 1.93
4. N -0.17
5. N -0.09
6. O -0.18
7. O -0.10
8. C -0.28



Molecular formula: C6H9NO2
Method: DFT, the ωB97M-V functional and the def2-TZVPD basis

Computed properties:
SMILES ... O=C(O)C1=NCCCC1
ΔE to the lowest compared entry with this formula, charge and spin ... 76.0 kcal per mole
Highest occupied orbital energy ... -9.62 eV
Kohn-Sham gap ... 0.3603 hartree

Geometry as ORCA input:
```
! wB97M-V def2-TZVPD RIJCOSX def2/J DEFGRID3
* xyz 0 1
C 0.07 1.22 -2.21
C 0.01 0.64 -0.77
C 0.73 0.66 1.44
C -0.41 -0.30 1.80
C -0.58 -1.35 0.63
C -0.82 -0.61 -0.68
H 1.64 0.11 -2.51
H 1.79 0.00 1.66
H 1.05 1.47 2.18
H -0.20 -0.68 3.00
H -1.38 0.33 1.74
H 0.53 -1.89 0.46
H -1.08 -2.13 0.83
H -1.86 -0.27 -0.62
H -0.53 -1.28 -1.54
N 0.82 1.15 0.08
O 0.95 0.84 -3.07
O -0.74 2.09 -2.44
*
```

Results of the Löwdin charge analysis, in e, for atoms 1 through 8:
1. C -0.56
2. C -0.24
3. C -0.29
4. C -0.19
5. C -0.19
6. C -0.14
7. H 0.26
8. H 0.16



Molecular formula: C36H29BrN3O5SSiSn
Method: DFT, the ωB97M-V functional and the def2-TZVPD basis

Computed properties:
Highest occupied orbital energy ... -5.11 eV
Kohn-Sham gap ... 0.2782 hartree

Geometry as ORCA input:
```
! wB97M-V def2-TZVPD RIJCOSX def2/J DEFGRID3
* xyz -1 1
Sn -1.37 -1.97 0.35
C 6.96 0.23 1.79
C 5.68 -0.55 1.63
C 5.73 -1.92 1.33
C 4.56 -2.67 1.29
C 3.35 -1.99 1.36
C 3.26 -0.63 1.58
C 4.43 0.10 1.72
S 1.85 -2.90 1.32
O 1.19 -2.51 2.53
O 2.15 -4.28 1.16
N 0.88 -2.44 0.11
C 1.23 -2.61 -1.20
C 2.50 -3.09 -1.66
C 2.86 -2.86 -2.98
C 1.88 -2.44 -3.88
C 0.62 -2.10 -3.37
N 0.29 -2.15 -2.09
H 7.34 0.16 2.82
H 6.75 1.28 1.59
H 7.78 -0.12 1.15
H 6.70 -2.37 1.18
H 4.61 -3.77 1.21
H 2.27 -0.08 1.67
H 4.35 1.20 1.89
H 3.16 -3.65 -0.98
H 3.87 -3.11 -3.37
H 2.13 -2.29 -4.93
H -0.17 -1.82 -4.06
Br -1.16 -5.85 2.12
C -1.52 -4.38 3.25
C -1.75 -4.68 4.63
C -2.09 -3.62 5.48
C -2.03 -2.31 5.01
C -1.70 -2.09 3.68
N -1.55 -3.13 2.81
C -1.64 -0.72 3.09
O -2.09 0.25 3.74
O -1.08 -0.60 1.89
H -1.79 -5.74 4.92
H -2.35 -3.76 6.54
H -2.28 -1.43 5.61
O -1.51 -0.15 -0.80
Si -1.85 1.43 -1.15
C -2.52 1.60 -2.88
C -2.64 2.84 -3.53
C -3.03 2.90 -4.85
C -3.49 1.73 -5.50
C -3.43 0.52 -4.87
C -2.85 0.46 -3.60
C -3.09 2.09 0.00
C -2.84 2.27 1.35
C -3.81 2.85 2.20
C -5.03 3.23 1.69
C -5.30 3.01 0.32
C -4.37 2.42 -0.49
C -0.39 2.61 -1.09
C -0.48 3.89 -0.55
C 0.60 4.73 -0.60
C 1.80 4.30 -1.13
C 1.92 3.06 -1.68
C 0.82 2.22 -1.67
H -2.35 3.77 -3.03
H -2.94 3.85 -5.41
H -3.80 1.77 -6.55
H -3.82 -0.38 -5.34
H -2.71 -0.51 -3.12
H -1.88 1.94 1.83
H -3.67 2.90 3.28
H -5.79 3.72 2.32
H -6.28 3.34 -0.06
H -4.61 2.18 -1.50
H -1.38 4.19 0.00
H 0.54 5.74 -0.22
H 2.66 4.97 -1.15
H 2.87 2.71 -2.04
H 0.89 1.20 -2.07
*
```

Results of the Löwdin charge analysis, in e, for atoms 1 through 8:
1. Sn 1.24
2. C -0.07
3. C -0.27
4. C -0.05
5. C -0.06
6. C -0.29
7. C -0.05
8. C -0.03



Molecular formula: C25H49Li3O13P
Method: DFT, the ωB97M-V functional and the def2-TZVPD basis

Computed properties:
ΔE to the lowest compared entry with this formula, charge and spin ... 31.0 kcal per mole
Highest occupied orbital energy ... -3.20 eV
Kohn-Sham gap ... 0.1960 hartree

Geometry as ORCA input:
```
! wB97M-V def2-TZVPD RIJCOSX def2/J DEFGRID3
* xyz -1 1
Li -0.85 -13.13 -15.75
Li -2.29 -14.63 -13.29
Li -3.95 -12.88 -15.13
P -1.95 -12.20 -13.73
O -0.87 -13.30 -13.78
O -2.23 -11.86 -15.19
O -1.44 -11.20 -12.69
O -3.20 -12.87 -13.18
O -3.34 -16.09 -17.09
C -2.67 -15.17 -16.37
O -1.58 -14.77 -16.79
O -3.12 -14.72 -15.30
H -2.66 -16.17 -17.76
C 0.20 -12.05 -18.45
C 0.08 -10.87 -17.57
C 0.77 -11.26 -16.24
O 0.97 -12.66 -16.37
C 1.28 -12.95 -17.74
H 0.57 -11.87 -19.46
H -0.68 -12.68 -18.50
H -0.95 -10.58 -17.39
H 0.57 -9.95 -17.90
H 0.13 -11.05 -15.39
H 1.68 -10.70 -16.02
H 1.26 -14.00 -18.00
H 2.29 -12.72 -18.05
C 2.50 -16.86 -16.87
C 3.68 -16.21 -17.59
C 3.40 -16.44 -19.04
O 2.03 -16.31 -19.09
C 1.40 -16.84 -17.95
H 2.20 -16.28 -15.99
H 2.74 -17.88 -16.56
H 4.67 -16.56 -17.30
H 3.69 -15.13 -17.46
H 3.86 -17.37 -19.39
H 3.86 -15.71 -19.71
H 1.01 -17.84 -18.15
H 0.56 -16.18 -17.73
C -6.90 -15.88 -15.39
C -7.84 -16.54 -14.39
C -8.54 -17.62 -15.23
O -7.54 -17.96 -16.23
C -6.40 -17.07 -16.17
H -6.12 -15.26 -14.95
H -7.38 -15.20 -16.09
H -8.59 -15.88 -13.95
H -7.20 -17.05 -13.66
H -9.35 -17.09 -15.75
H -8.82 -18.47 -14.62
H -6.16 -16.78 -17.19
H -5.54 -17.52 -15.68
C -2.13 -15.22 -21.14
C -3.51 -15.78 -21.05
C -3.23 -17.12 -20.35
O -2.13 -16.85 -19.46
C -1.26 -15.95 -20.19
H -2.07 -14.14 -21.07
H -1.78 -15.36 -22.16
H -4.05 -15.94 -21.98
H -4.12 -15.17 -20.38
H -3.02 -18.01 -20.96
H -4.11 -17.47 -19.82
H -0.45 -16.51 -20.67
H -0.70 -15.29 -19.53
C -2.74 -19.82 -16.96
C -1.40 -19.45 -17.45
C -0.45 -20.37 -16.66
O -1.12 -20.45 -15.41
C -2.43 -19.96 -15.47
H -3.14 -20.75 -17.35
H -3.52 -19.08 -17.13
H -1.17 -18.41 -17.23
H -1.34 -19.58 -18.53
H 0.55 -19.94 -16.55
H -0.41 -21.39 -17.04
H -2.52 -18.99 -14.99
H -3.24 -20.57 -15.06
C 0.35 -17.81 -12.28
C 0.74 -17.77 -13.75
C -0.34 -16.86 -14.39
O -1.07 -16.30 -13.30
C -0.32 -16.47 -12.11
H 1.24 -17.90 -11.66
H -0.45 -18.54 -12.12
H 0.60 -18.77 -14.15
H 1.75 -17.37 -13.78
H -1.01 -17.46 -15.00
H 0.09 -16.09 -15.02
H -0.92 -16.29 -11.22
H 0.43 -15.68 -12.11
*
```

Results of the Löwdin charge analysis, in e, for atoms 1 through 8:
1. Li 0.59
2. Li 0.67
3. Li 0.71
4. P -0.24
5. O -0.51
6. O -0.52
7. O -0.42
8. O -0.53



Molecular formula: C7H14N3O2
Method: DFT, the ωB97M-V functional and the def2-TZVPD basis

Computed properties:
ΔE to the lowest compared entry with this formula, charge and spin ... 65.9 kcal per mole
Highest occupied orbital energy ... -13.46 eV
Kohn-Sham gap ... 0.3780 hartree

Geometry as ORCA input:
```
! wB97M-V def2-TZVPD RIJCOSX def2/J DEFGRID3
* xyz 1 1
C 0.71 -0.33 -2.33
C 1.20 0.84 -1.94
C -0.06 -1.27 -1.46
C 1.03 1.38 -0.57
C 0.12 -0.98 0.03
C -0.12 0.50 0.28
C -0.81 -1.91 0.86
N -0.06 0.81 1.72
N 0.60 2.81 -0.57
N -1.44 -1.25 2.03
O 0.85 3.48 -1.52
O 0.02 3.17 0.43
H 0.86 -0.64 -3.36
H 1.75 1.47 -2.63
H -1.12 -1.18 -1.73
H 0.25 -2.29 -1.68
H 1.97 1.35 0.00
H 1.16 -1.19 0.30
H -1.09 0.82 -0.09
H -0.21 -2.76 1.21
H -1.58 -2.32 0.20
H 0.88 0.67 2.10
H -0.34 1.79 1.88
H -0.78 -0.08 2.12
H -1.38 -1.83 2.86
H -2.42 -1.06 1.85
*
```

Results of the Löwdin charge analysis, in e, for atoms 1 through 8:
1. C -0.06
2. C -0.04
3. C -0.14
4. C -0.11
5. C -0.26
6. C -0.20
7. C -0.14
8. N 0.12



Molecular formula: C29H36N6O11S2
Method: DFT, the ωB97M-V functional and the def2-TZVPD basis

Computed properties:
SMILES ... [H]/N=C\Cc1c(OC#N)c(CON=O)c(N(C(C)=O)C(C)=O)c2nc(C#C)c(CCCC#C)nc12.CCOS(C)(=O)=O.CCOS(C)(=O)=O
Highest occupied orbital energy ... -9.14 eV
Kohn-Sham gap ... 0.2498 hartree

Geometry as ORCA input:
```
! wB97M-V def2-TZVPD RIJCOSX def2/J DEFGRID3
* xyz 0 1
C -3.23 0.25 -6.42
C -2.52 -0.93 -6.05
C -1.38 -1.97 -5.49
C -1.71 -2.69 -4.06
C -2.74 -1.88 -3.07
C -2.03 -0.59 -2.28
N -1.00 0.17 -3.07
C -0.45 1.24 -2.18
C 0.72 2.22 -2.86
C 1.16 1.98 -4.45
C 0.61 3.32 -5.28
N 1.51 3.93 -6.15
C 1.49 3.44 -2.08
O 2.49 4.25 -2.82
C 3.79 3.55 -2.62
N 5.02 3.14 -2.83
C 1.08 3.71 -0.51
C 1.87 4.90 0.31
O 0.86 5.99 0.52
N 1.12 6.44 1.76
O 2.19 7.05 1.63
C -0.09 2.77 0.23
N -0.37 3.11 1.67
C -0.22 1.92 2.60
C 1.19 1.06 2.81
O -1.28 1.44 3.30
C -1.67 3.86 1.87
C -2.80 4.16 0.71
O -1.93 4.40 3.10
C -0.85 1.57 -0.64
N -1.92 0.79 0.08
C -2.52 -0.31 -0.75
C -3.72 -1.21 0.00
C -4.29 -2.32 0.68
H -3.70 1.27 -6.83
H -0.31 -1.47 -5.39
H -1.26 -2.81 -6.32
H -2.03 -3.82 -4.23
H -0.67 -2.76 -3.47
H -3.72 -1.49 -3.59
H -3.11 -2.69 -2.28
H 0.62 1.07 -4.95
H 2.32 1.86 -4.57
H -0.51 3.73 -5.18
H 2.42 3.42 -6.10
H 2.27 4.45 1.31
H 2.72 5.30 -0.41
H 0.88 -0.08 2.72
H 2.03 1.38 2.06
H 1.49 1.23 3.95
H -3.57 4.98 1.10
H -3.34 3.15 0.45
H -2.24 4.65 -0.20
H -4.71 -3.19 1.38
O -0.24 -5.45 -3.51
S 0.34 -6.11 -2.36
O 1.09 -5.40 -1.36
O 1.23 -7.38 -2.88
C 2.23 -7.15 -3.86
C 3.48 -6.54 -3.24
C -0.92 -7.06 -1.55
H 1.85 -6.52 -4.67
H 2.49 -8.12 -4.30
H 3.29 -5.53 -2.89
H 4.29 -6.50 -3.98
H 3.81 -7.13 -2.38
H -1.46 -7.65 -2.29
H -1.61 -6.36 -1.07
H -0.46 -7.70 -0.80
O -1.19 -0.45 8.43
S -0.13 0.11 7.62
O 1.08 -0.63 7.32
O 0.28 1.57 8.20
C 0.63 1.69 9.57
C 2.05 1.22 9.81
C -0.84 0.67 6.08
H -0.08 1.15 10.20
H 0.56 2.75 9.83
H 2.14 0.14 9.66
H 2.36 1.44 10.84
H 2.75 1.70 9.12
H -1.72 1.28 6.30
H -1.13 -0.21 5.50
H -0.09 1.24 5.54
*
```

Results of the Löwdin charge analysis, in e, for atoms 1 through 8:
1. C 0.04
2. C -0.10
3. C -0.22
4. C -0.22
5. C -0.16
6. C -0.08
7. N 0.13
8. C -0.07



Molecular formula: C3H4N2S
Method: DFT, the ωB97M-V functional and the def2-TZVPD basis

Computed properties:
ΔE to the lowest compared entry with this formula, charge and spin ... 46.4 kcal per mole
Highest occupied orbital energy (spin up / spin down) ... -6.53 / -8.00 eV
Kohn-Sham gap (spin up / spin down) ... 0.2686 / 0.2013 hartree

Geometry as ORCA input:
```
! wB97M-V def2-TZVPD RIJCOSX def2/J DEFGRID3
* xyz 0 3
C 0.31 -0.70 0.53
C 0.56 1.28 1.56
C 0.17 -0.69 -0.76
N 0.50 -0.08 1.61
N -0.95 -0.84 -1.49
S -0.54 2.26 0.82
H 1.49 1.75 2.18
H 1.08 -0.85 -1.19
H -1.76 -0.74 -0.90
H -0.87 -1.40 -2.35
*
```

Results of the Löwdin charge analysis, in e, for atoms 1 through 8:
1. C -0.13
2. C -0.76
3. C -0.27
4. N -0.04
5. N 0.06
6. S 0.73
7. H 0.11
8. H 0.10